DFT (ωB97M-V/def2-TZVPD) results for a molecular structure, C20H36BrIrNO5PTe in a non-equilibrium geometry.

Summary:
Energy relative to the best compared isomer or geometry (same formula, charge and spin) (kcal per mole): 0.00
<S²>: 0.754
Max |F| (eV Å⁻¹): 4.17
E_tot (eV): -122507.9360
Net charge: +1
M (g mol⁻¹): 801.21
Multiplicity: 2

Geometry as XYZ:
```
66
Properties=species:S:1:pos:R:3:forces:R:3
Ir 0.48052 0.41523 -0.16827 -1.0 -0.5 1.8
Te 1.00442 1.28667 -4.82743 1.5 -0.5 2.0
Br 0.97684 -0.31837 2.51523 0.0 0.1 -0.2
P 2.37483 0.54317 -2.33803 1.9 -0.2 0.8
O 1.72467 -0.66362 -1.71820 -1.2 0.5 0.2
O 3.89894 0.12250 -2.63676 -1.7 0.5 0.0
O 2.52618 1.52627 -0.98690 -1.0 -1.2 -1.9
O -0.54505 1.80720 1.08552 0.5 -1.2 -4.0
O -0.14231 1.40249 -2.16270 -0.4 -0.4 -1.0
N -0.98023 -1.45655 -0.28553 0.7 1.0 0.0
C -0.56234 2.07296 2.32978 0.4 -0.3 3.1
C -3.13542 4.81455 2.50882 0.2 0.0 -0.1
C 3.06551 2.83450 -1.12222 0.4 1.4 0.1
C -1.13675 4.15744 7.03196 0.1 -0.2 -0.1
C -1.21579 3.40360 4.25105 0.3 -0.4 0.3
C -0.39748 0.92707 -3.26059 -0.4 0.7 0.8
C -1.20590 3.23703 2.87802 0.4 -1.1 -0.7
C -0.74546 5.50660 2.11791 -0.3 -0.1 -0.2
C 5.27047 -0.46358 -4.52142 -0.3 0.2 0.3
C -1.91365 3.97610 0.53090 0.0 0.1 -0.1
C -1.55278 1.71388 7.29487 0.2 0.3 0.1
C -0.63066 2.76255 6.65254 -0.1 -0.2 0.2
C 0.78806 2.61045 7.22081 -0.3 0.1 0.0
C -0.62043 2.52739 5.15764 0.2 -0.2 -0.6
C 0.01689 1.39222 4.63340 -0.1 0.3 0.4
C 0.05334 1.20118 3.27977 -0.7 0.8 -1.0
C -1.75856 4.35222 2.00494 0.0 0.2 0.0
C 4.67400 0.66377 -3.69602 0.8 0.2 -0.8
C -1.60915 0.12985 -3.57896 -0.2 0.0 0.2
C 2.07690 3.88384 -0.64163 0.1 -0.5 -0.1
H 0.23730 5.17198 1.79456 0.2 0.0 0.0
H -2.18554 4.29193 6.77752 -0.1 0.1 -0.1
H 1.15207 1.59122 7.15023 0.1 -0.2 0.0
H -0.95283 3.76283 0.07153 0.0 0.0 -0.1
H -1.32120 -0.90354 -3.76565 0.1 -0.1 -0.1
H 2.50399 4.87511 -0.75849 0.1 0.1 0.0
H -2.56656 1.80737 6.91358 -0.1 0.0 -0.1
H -2.37027 4.80571 -0.00628 -0.1 0.2 0.0
H 3.33596 3.01106 -2.17004 0.1 0.0 0.1
H -1.69935 4.28292 4.64041 0.0 0.1 0.1
H -0.54223 4.93397 6.55522 0.0 0.1 -0.1
H -2.07242 0.50722 -4.48955 -0.1 0.0 -0.1
H 4.04905 1.31416 -4.32781 0.1 0.0 0.1
H -1.20196 0.70541 7.09872 0.1 -0.2 0.0
H 1.14899 3.82334 -1.20475 -0.1 0.0 0.0
H -3.09310 5.25598 3.49955 0.0 0.0 0.1
H -1.14614 -1.92282 0.59985 0.0 0.1 0.1
H 4.49645 -0.97646 -5.08318 -0.1 -0.1 -0.1
H 6.00484 -0.06576 -5.21372 0.1 0.0 -0.1
H -3.83223 3.98003 2.53088 -0.1 -0.1 0.0
H 5.46854 1.27135 -3.24927 -0.2 0.0 0.0
H 3.97477 2.86941 -0.51478 -0.1 -0.1 -0.2
H -1.05241 6.33548 1.48730 0.0 0.2 -0.1
H -1.04260 4.28285 8.10750 0.0 0.0 0.1
H -2.54907 3.09877 0.42019 0.0 0.0 -0.1
H 5.74927 -1.17926 -3.86156 0.1 -0.1 0.0
H 0.48527 0.67456 5.28626 0.1 -0.1 0.1
H -1.87676 -1.25559 -0.71296 0.0 0.0 0.1
H -1.57182 1.86983 8.36909 -0.1 -0.1 0.3
H -3.52698 5.56946 1.83209 -0.1 0.1 -0.1
H -2.31528 0.17107 -2.75049 0.0 0.1 0.0
H 1.86167 3.71824 0.41096 -0.1 0.0 0.1
H -0.66778 5.85906 3.14263 0.0 0.1 0.1
H -0.46817 -2.09512 -0.88619 0.0 0.0 0.0
H 1.48023 3.26745 6.70064 0.1 0.1 -0.1
H 0.77946 2.88683 8.27061 0.1 0.0 0.2
```
Forces are in eV/Å.